Computed, not measured: 5 unconnected molecules or ions with the total composition C8H10Cl12O2, with the ωB97M-V functional and the def2-TZVPD basis.

Atoms and positions in Å:
Cl -3.00548 -2.66712 1.96698
C -1.42852 -2.76823 2.67784
Cl -1.60942 -3.29047 4.37777
Cl -0.54780 -1.26389 2.51716
H -0.96130 -3.60580 2.21045
Cl 0.87847 -6.12270 1.30702
C 2.34136 -5.19737 0.85910
Cl 2.40778 -3.68169 1.87701
Cl 2.42626 -4.76934 -0.77057
H 3.20515 -5.79000 1.09025
Cl 3.73320 0.13785 -4.44559
C 2.25008 -0.83398 -4.67967
Cl 2.43813 -2.61984 -4.38984
Cl 1.56044 -0.57900 -6.25399
H 1.57302 -0.56748 -3.95041
Cl -0.87058 -0.42453 -3.05287
C -0.45090 -0.96526 -1.41874
Cl 1.38206 -1.25068 -1.31775
Cl -1.18332 -2.49088 -1.04882
H -0.61589 -0.20470 -0.64655
O -0.38047 1.59923 0.58597
C -0.57158 2.76109 0.82210
C -1.73042 3.57274 0.27020
C -1.53553 4.95979 0.98710
C -0.57260 4.67427 2.09751
O 0.05326 3.44408 1.81393
H -1.75437 3.68833 -0.81645
H -2.71997 3.11170 0.44440
H -1.05968 5.65999 0.21757
H -2.44383 5.47072 1.38195
H 0.24864 5.38450 2.16643
H -1.05619 4.62865 3.12051

Output
F_max	0.042	Eh/bohr
SMILES	ClC(Cl)Cl.ClC(Cl)Cl.ClC(Cl)Cl.ClC(Cl)Cl.O=C1CCCO1
spin multiplicity	1
HOMO	-10.7	eV
LUMO energy	0.5	eV